Entry 1:
Formula: C7H13NO
Source: OMol25
Level of theory: ωB97M-V with the def2-TZVPD basis set

```
22
C7H13NO, DFT ωB97M-V with the def2-TZVPD basis set
C 0.02375 -0.03927 1.80737
C -1.36127 0.61101 1.87361
N 0.14814 -1.26836 2.58094
C 0.39887 -0.37596 0.34899
O -0.60261 -1.14666 -0.22972
H 0.77798 0.66232 2.18455
H -0.11426 -1.10543 3.54744
H -0.48789 -1.96419 2.20311
H 1.35553 -0.92670 0.35707
H -1.62479 0.82414 2.90952
H -2.10572 -0.06637 1.45924
H -1.37960 1.54117 1.30926
C 0.94845 0.19021 -2.68154
C 0.00619 -0.75918 -2.92051
C 0.65963 0.90772 -0.41059
C 0.80503 2.10903 -0.46376
H 0.80881 1.19807 -3.03718
H 1.97296 -0.10439 -2.50043
H -0.92920 -0.48770 -3.38919
H -0.47218 -1.12670 -1.26130
H 0.28311 -1.80372 -2.97639
H 0.88908 3.13096 -0.71047
```

Results
Total charge ... 0
Structure (SMILES) ... C#C[C@H](O)[C@@H](C)N.C=C
Strongest force on any atom ... 0.0506 Eh/bohr
Relative energy (zero: lowest compared OMol25 entry of this formula, charge and spin) ... 97.9 kcal/mol
M ... 127.187 g mol⁻¹
HOMO energy ... -0.3304 Eh
Kohn-Sham gap ... 9.70 eV

Entry 2:
Formula: C3H10N2O2
Source: OMol25
Level of theory: ωB97M-V with the def2-TZVPD basis set

```
17
C3H10N2O2, DFT ωB97M-V with the def2-TZVPD basis set
O -1.47830 -1.63967 1.46744
C -1.38741 -0.53611 0.99026
N -0.15111 0.05481 0.73270
C 0.95761 -0.77812 0.41201
N 1.29068 -0.71140 -1.04441
C -2.56781 0.31007 0.58708
H -0.20779 0.97031 0.30453
H 0.80790 -1.80661 0.72432
H 1.85495 -0.48331 0.96025
H 1.69846 -1.61171 -1.26934
H 0.39902 -0.65777 -1.52673
H -2.47421 0.74823 -0.40960
H -2.57610 1.17077 1.27710
H -3.53874 -0.16357 0.73183
H 2.05503 1.12079 -0.98968
H 3.08096 1.96741 -1.70510
O 2.23687 2.04590 -1.24266
```

Results
Total charge ... 0
Structure (SMILES) ... CC(=O)NCN.O
Strongest force on any atom ... 0.0287 Eh/bohr
Relative energy (zero: lowest compared OMol25 entry of this formula, charge and spin) ... 18.1 kcal/mol
M ... 106.125 g mol⁻¹
HOMO energy ... -0.3700 Eh
Kohn-Sham gap ... 10.82 eV

Entry 3:
Formula: C15H19BrClNO
Source: OMol25
Level of theory: ωB97M-V with the def2-TZVPD basis set

```
38
C15H19BrClNO, DFT ωB97M-V with the def2-TZVPD basis set
C -3.49639 -0.83964 -2.94596
C -2.47054 -0.97330 -2.12721
C -1.57230 0.15491 -1.70230
N -1.49848 0.36880 -0.26354
C -0.83647 -0.69988 0.46073
H -1.54232 -1.46847 0.81703
C -0.04993 -0.14115 1.65178
C 0.84767 -1.21617 2.26572
H 0.24049 -2.06808 2.58425
H 1.38403 -0.82805 3.13999
O 1.74922 -1.77361 1.32940
C 2.80131 -1.05196 0.88507
C 3.25292 0.15326 1.41512
C 4.36747 0.78676 0.89315
C 5.04246 0.21877 -0.17016
C 4.62100 -0.97886 -0.72498
C 3.50794 -1.60168 -0.19759
Cl 2.95697 -3.08886 -0.87140
H 5.14555 -1.42190 -1.55635
Br 6.57093 1.08779 -0.89003
H 4.70499 1.71981 1.31635
H 2.74306 0.61017 2.24742
H 0.54792 0.69882 1.29569
H -0.72481 0.22396 2.42615
H -0.12535 -1.18599 -0.21105
C -2.78832 0.71242 0.32800
C -3.37593 1.94831 -0.28614
C -3.16906 3.16459 0.18136
H -3.60065 4.03629 -0.28081
H -2.55436 3.33820 1.04917
H -3.99812 1.79557 -1.15730
H -3.50768 -0.12056 0.22937
H -2.61396 0.89282 1.39136
H -1.90501 1.09091 -2.15757
H -0.55305 -0.04445 -2.05151
H -2.23317 -1.93986 -1.70082
H -4.11974 -1.67207 -3.22710
H -3.74828 0.11240 -3.38526
```

Results
Total charge ... 0
Structure (SMILES) ... C=CCN(CC=C)CCCOc1ccc(Br)cc1Cl
Strongest force on any atom ... 0.0119 Eh/bohr
Relative energy (zero: lowest compared OMol25 entry of this formula, charge and spin) ... 3.6 kcal/mol
M ... 344.680 g mol⁻¹
HOMO energy ... -0.3143 Eh
Kohn-Sham gap ... 9.32 eV